# C2H3ClFNO

An isolated molecule of C2H3ClFNO (ωB97M-V/def2-TZVPD, the OMol25 dataset).

Element x y z (Å)
N 0.679 -1.195 -0.138
C 0.743 0.180 -0.007
O 1.726 0.818 -0.149
C -0.708 0.739 0.267
F -0.889 1.945 -0.344
Cl -2.121 -0.246 -0.139
H 1.580 -1.699 -0.343
H -0.239 -1.558 -0.454
H -0.771 1.014 1.306

Results
HOMO energy, eV: -10.51
Kohn-Sham gap, eV: 11.25
Total charge: 0
Lowest unoccupied orbital energy, eV: 0.7



# C2H3ClN

A cluster of 2 separate species, C2H3ClN in total (ωB97M-V/def2-TZVPD, the OMol25 dataset).

Element x y z (Å)
C -0.244 0.234 0.050
C -1.450 0.399 0.066
N 1.117 -0.294 0.220
Cl -3.782 0.873 -0.783
H 1.081 -1.060 0.816
H 1.900 0.472 0.426
H 1.377 -0.624 -0.796

Results
HOMO energy (alpha / beta), eV: -16.04 / -16.01
Kohn-Sham gap (alpha / beta), eV: 7.80 / 7.81
Total charge: +1
Lowest unoccupied orbital energy (alpha / beta), eV: -8.2 / -8.2



# C2H3ClN

A cluster of 2 separate species, C2H3ClN in total (ωB97M-V/def2-TZVPD, the OMol25 dataset).

Element x y z (Å)
C -0.038 -0.618 -1.597
C -0.383 0.428 0.588
N -0.033 -0.059 -0.538
Cl -0.925 2.047 0.675
H -0.433 -1.380 -2.237
H -0.054 -0.146 1.455
H 1.868 -0.272 1.653

Results
HOMO energy (alpha / beta), eV: -14.83 / -17.44
Kohn-Sham gap (alpha / beta), eV: 8.84 / 9.77
Multiplicity: 3
Total charge: +1
Lowest unoccupied orbital energy (alpha / beta), eV: -6.0 / -7.7



# C2H3ClN2

An isolated molecule of C2H3ClN2 (ωB97M-V/def2-TZVPD, the OMol25 dataset).

Element x y z (Å)
C -0.058 0.581 0.111
C 0.637 -0.627 -0.460
N -1.876 0.181 1.804
N -1.073 0.353 0.984
Cl -0.162 2.048 -0.815
H 0.648 -1.223 0.499
H 1.743 -0.435 -0.710
H 0.141 -0.877 -1.413

Results
HOMO energy, eV: -8.25
Kohn-Sham gap, eV: 8.50
Total charge: 0
Lowest unoccupied orbital energy, eV: 0.3



# C2H3ClN2

A cluster of 2 separate species, C2H3ClN2 in total (ωB97M-V/def2-TZVPD, the OMol25 dataset).

Element x y z (Å)
C -1.852 0.792 0.052
C 0.338 -0.510 0.459
N -2.759 1.422 -0.178
N 1.316 -0.017 -0.347
Cl -0.463 -1.980 -0.045
H 0.151 -0.361 1.537
H 2.127 0.567 -0.065
H 1.142 0.087 -1.413

Results
HOMO energy (alpha / beta), eV: -7.12 / -10.80
Kohn-Sham gap (alpha / beta), eV: 7.91 / 6.95
Multiplicity: 3
Total charge: 0
Lowest unoccupied orbital energy (alpha / beta), eV: 0.8 / -3.9



# C2H3ClN2

A cluster of 2 separate species, C2H3ClN2 in total (ωB97M-V/def2-TZVPD, the OMol25 dataset).

Element x y z (Å)
C -0.001 3.062 0.169
C -0.095 -0.973 -0.256
N -0.355 0.135 -0.559
N 0.223 -2.148 0.222
Cl 0.666 4.150 0.870
H -0.995 0.613 -1.153
H -0.553 -2.397 0.804
H 1.110 -2.443 -0.098

Results
HOMO energy, eV: -20.74
Kohn-Sham gap, eV: 9.01
Total charge: +2
Lowest unoccupied orbital energy, eV: -11.7



# C2H3ClN2O

A cluster of 2 separate species, C2H3ClN2O in total (ωB97M-V/def2-TZVPD, the OMol25 dataset).

Element x y z (Å)
C -0.473 0.938 0.146
C 0.206 -0.902 -0.656
N -1.357 1.000 0.986
N 1.337 -1.507 -0.102
O 1.610 -1.157 1.022
Cl 0.575 2.077 -0.567
H 0.298 -0.644 -1.760
H -0.568 -1.649 -0.614
H -1.628 1.844 1.545

Results
HOMO energy, eV: -9.14
Kohn-Sham gap, eV: 8.82
Total charge: 0
Lowest unoccupied orbital energy, eV: -0.3



# C2H3ClN2O5

A cluster of 2 separate species, C2H3ClN2O5 in total (ωB97M-V/def2-TZVPD, the OMol25 dataset).

Element x y z (Å)
C -0.521 0.452 -1.093
C 0.207 0.035 0.125
N 0.101 -1.337 0.616
N 1.367 0.807 0.524
O 0.702 -1.629 1.615
O 1.567 1.003 1.692
O -0.712 -2.047 -0.049
O 2.071 1.214 -0.398
O -1.452 -0.365 -1.693
Cl -1.029 0.720 2.442
H -1.086 1.434 -0.804
H 0.171 0.909 -1.807
H -1.385 -1.195 -1.170

Results
HOMO energy (alpha / beta), eV: -10.55 / -10.80
Kohn-Sham gap (alpha / beta), eV: 6.11 / 6.41
Total charge: 0
Lowest unoccupied orbital energy (alpha / beta), eV: -4.4 / -4.4



# C2H3ClNOP

A cluster of 2 separate species, C2H3ClNOP in total (ωB97M-V/def2-TZVPD, the OMol25 dataset).

Element x y z (Å)
C 0.447 1.647 -1.004
C -0.213 -0.822 1.667
N 1.167 2.544 -0.902
O -1.555 -0.090 -1.800
P -0.375 0.057 -0.985
Cl 1.173 -0.917 -1.866
H 0.452 -1.312 1.077
H 0.162 0.191 1.883
H -1.258 -1.298 1.929

Results
HOMO energy (alpha / beta), eV: -9.96 / -10.00
Kohn-Sham gap (alpha / beta), eV: 8.49 / 7.67
Total charge: 0
Lowest unoccupied orbital energy (alpha / beta), eV: -1.5 / -2.3



# C2H3ClO2S

A cluster of 3 separate species, C2H3ClO2S in total (ωB97M-V/def2-TZVPD, the OMol25 dataset).

Element x y z (Å)
C 1.969 -0.364 1.280
C 0.776 -0.527 1.175
O -0.279 2.314 0.215
O -0.951 1.111 -1.713
S -0.133 2.135 -1.165
Cl -3.274 -0.477 -1.073
H 3.008 -0.427 1.542
H -2.177 0.398 -1.512
H -0.216 -0.828 1.093

Results
HOMO energy, eV: -10.58
Kohn-Sham gap, eV: 8.59
Total charge: 0
Lowest unoccupied orbital energy, eV: -2.0



# C2H3ClO4P

A structure of composition C2H3ClO4P (ωB97M-V/def2-TZVPD, the OMol25 dataset).

Element x y z (Å)
C 0.205 0.184 0.259
C -0.481 -0.017 -1.115
O -0.995 3.748 -0.209
O -2.128 1.679 0.776
O 0.411 1.552 0.469
O -0.997 1.538 -1.571
P -1.003 2.285 -0.049
Cl 0.701 -0.382 -2.307
H -0.588 -0.185 0.980
H 1.168 -0.326 0.723
H -1.367 -0.689 -1.171

Results
HOMO energy, eV: -5.00
Kohn-Sham gap, eV: 8.26
Total charge: -1
Lowest unoccupied orbital energy, eV: 3.3



# C2H3ClS

A cluster of 3 separate species, C2H3ClS in total (ωB97M-V/def2-TZVPD, the OMol25 dataset).

Element x y z (Å)
C -0.397 0.204 -0.061
C -0.439 -0.832 0.966
S 1.100 -0.374 0.263
Cl -1.121 -2.451 0.491
H 0.433 2.049 -2.146
H 1.066 2.081 -1.585
H -0.642 -0.678 2.071

Results
HOMO energy, eV: -9.63
Kohn-Sham gap, eV: 8.81
Total charge: 0
Lowest unoccupied orbital energy, eV: -0.8



What DFT total energy values result from the calculations? In sequence: -20900.1111 -16120.3856 -16121.1204 -17622.6615 -17619.1771 -17600.3930 -19667.6067 -27852.3702 -27468.7998 -29572.0953 -32127.2612 -25475.7148 eV.
What energy above the lowest of the compared OMol25 structures with the same formula, charge and spin values result from the calculations? In sequence: 20.13 476.50 6.68 265.07 138.49 192.65 478.92 231.50 329.58 252.70 122.20 371.65 kJ/mol.